No. 1
A cluster of 2 separate species, C3H5Br2NO2 in total, computed with ωB97M-V/def2-TZVPD.

Atoms and positions in Å:
C  -0.552  -1.961  -0.071
C  -0.064  -0.607  0.229
C  0.983  -0.087  -0.395
Br  2.161  -1.040  -1.630
N  1.281  1.298  -0.457
O  2.318  1.612  -0.961
O  0.482  2.010  0.098
H  -0.250  -2.200  -1.040
H  -1.709  -1.863  0.060
H  -0.399  -2.839  0.553
H  -0.686  -0.044  0.983
Br  -2.263  3.137  1.703
H  -1.302  2.585  0.929

Atomic forces in eV per Å
-3.2 0.0 1.4
-0.2 0.3 1.5
0.4 -1.8 -1.6
-1.0 0.0 0.9
0.3 -0.4 1.2
0.6 1.3 -0.4
-0.5 1.4 0.2
0.0 -0.7 -1.6
1.8 -0.2 -0.9
0.8 0.4 0.5
1.1 -0.2 -1.1
-1.6 0.8 1.3
1.5 -0.8 -1.2

Total energy (Ha): -5470.4259
LUMO level (eV): -1.0
HOMO-LUMO gap (eV): 9.40

natural (NBO) atomic charge list, values in e, 8 entries:
1. C -0.66
2. C -0.12
3. C -0.03
4. Br 0.08
5. N 0.50
6. O -0.33
7. O -0.41
8. H 0.23

No. 2
A structure of composition C6H15InNO2, computed with ωB97M-V/def2-TZVPD.

Atoms and positions in Å:
In  -8.637  -36.607  -2.991
C  -9.757  -38.094  0.519
O  -9.446  -36.903  -0.137
C  -10.057  -35.790  0.496
C  -11.585  -35.627  0.333
N  -12.042  -35.410  -1.012
C  -13.469  -35.170  -1.096
C  -14.436  -36.353  -0.706
O  -14.239  -37.593  -1.372
C  -15.045  -38.658  -0.946
H  -10.833  -38.255  0.580
H  -9.362  -38.130  1.534
H  -9.286  -38.856  -0.102
H  -9.625  -34.871  0.101
H  -9.831  -35.742  1.562
H  -11.887  -34.815  0.995
H  -12.057  -36.545  0.685
H  -11.607  -34.572  -1.371
H  -13.784  -34.821  -2.079
H  -13.654  -34.342  -0.412
H  -15.457  -36.093  -0.985
H  -14.429  -36.438  0.380
H  -15.232  -38.588  0.126
H  -14.696  -39.629  -1.298
H  -16.045  -38.559  -1.369

Atomic forces in eV per Å
0.4 -0.1 -0.3
0.7 -1.5 -0.3
-1.4 2.0 0.4
1.3 1.1 0.0
0.2 -3.1 -0.7
-1.7 2.2 1.9
-0.6 -2.3 -1.7
1.0 0.0 -0.4
0.3 0.9 0.6
0.4 -0.4 0.5
-0.2 -0.2 -0.1
0.2 0.1 0.2
-0.2 -0.3 0.4
0.3 0.0 -0.3
-0.1 -0.4 0.2
0.2 0.7 0.1
-0.3 0.2 0.2
0.7 0.2 -1.0
0.4 0.2 -0.2
-0.4 0.3 0.5
-0.4 0.7 0.0
-0.4 -0.6 0.5
0.0 -0.2 0.3
0.5 0.3 0.0
-0.8 0.4 -0.5

Total energy (Ha): -631.5600
LUMO level (eV): -17.7
Net charge: +3
HOMO-LUMO gap (eV): 3.44

natural (NBO) atomic charge list, values in e, 8 entries:
1. In 1.00
2. C -0.28
3. O -0.43
4. C -0.10
5. C -0.29
6. N -0.23
7. C -0.28
8. C -0.12

No. 3
A cluster of 2 separate species, Cl3H4NSi2 in total, computed with ωB97M-V/def2-TZVPD.

Atoms and positions in Å:
N  -0.864  -0.476  1.225
Si  -2.069  -1.533  1.354
Cl  -3.913  -0.787  1.363
Cl  -2.183  -3.530  1.537
H  0.113  -0.732  1.173
Si  1.745  1.532  -1.387
Cl  2.072  -0.235  -0.485
H  0.989  2.383  -0.483
H  3.064  2.105  -1.659
H  1.046  1.273  -2.637

Atomic forces in eV per Å
-1.1 -1.0 0.1
1.5 1.3 -0.1
-0.5 0.1 0.0
0.1 -0.3 0.0
-0.1 -0.1 0.0
0.1 0.6 -0.3
0.3 -1.0 0.5
-0.2 0.2 0.1
0.1 0.2 -0.1
-0.2 0.0 -0.3

Total energy (Ha): -2016.8099
LUMO level (eV): 0.0
HOMO-LUMO gap (eV): 9.90

natural (NBO) atomic charge list, values in e, 8 entries:
1. N -1.35
2. Si 1.61
3. Cl -0.33
4. Cl -0.33
5. H 0.40
6. Si 0.89
7. Cl -0.39
8. H -0.16

No. 4
A structure of composition C30H33BrN8O2V, computed with ωB97M-V/def2-TZVPD.

Atoms and positions in Å:
V  -0.351  -1.379  -1.332
C  -2.522  -0.251  -4.607
C  -2.581  0.118  -3.144
C  -2.089  1.350  -2.683
C  -1.423  2.286  -3.668
C  -2.249  1.700  -1.339
C  -1.931  3.085  -0.825
C  -2.772  0.770  -0.430
C  -2.791  1.108  1.041
C  -3.324  -0.426  -0.897
C  -4.139  -1.310  0.020
C  -3.244  -0.745  -2.261
C  -4.011  -1.929  -2.803
H  -1.909  -1.144  -4.753
H  -2.100  0.540  -5.217
H  -3.523  -0.461  -4.988
H  -2.154  2.710  -4.361
H  -0.677  1.744  -4.251
H  -0.912  3.109  -3.178
H  -1.014  3.102  -0.232
H  -2.743  3.431  -0.184
H  -1.823  3.810  -1.627
H  -3.701  1.648  1.321
H  -1.944  1.739  1.303
H  -2.722  0.211  1.653
H  -5.083  -1.572  -0.457
H  -4.372  -0.811  0.955
H  -3.605  -2.235  0.256
H  -3.530  -2.338  -3.680
H  -5.022  -1.613  -3.083
H  -4.094  -2.729  -2.071
Br  6.776  4.141  8.137
C  5.729  3.346  6.762
C  5.739  3.901  5.492
C  4.948  3.341  4.507
C  4.142  2.228  4.776
C  4.179  1.668  6.062
C  4.964  2.226  7.051
N  3.351  1.775  3.737
N  2.677  0.740  3.968
C  1.847  0.206  3.028
C  1.280  -1.022  3.407
C  0.495  -1.792  2.580
C  0.200  -1.353  1.285
O  -0.448  -2.026  0.384
C  0.714  -0.081  0.873
N  0.390  0.239  -0.412
C  0.875  1.369  -0.917
C  1.669  2.232  -0.175
C  1.997  1.925  1.131
C  1.535  0.721  1.702
H  6.362  4.759  5.284
H  4.938  3.761  3.509
H  3.576  0.792  6.258
H  4.988  1.797  8.044
H  1.511  -1.377  4.403
H  0.123  -2.753  2.908
H  0.625  1.579  -1.949
H  2.028  3.147  -0.627
H  2.611  2.583  1.714
C  2.823  -1.482  -2.059
C  1.336  -1.346  -2.148
O  0.719  -0.870  -3.110
H  3.129  -2.371  -2.618
H  3.127  -1.595  -1.020
H  3.330  -0.618  -2.500
N  -2.226  -5.734  -3.628
N  -1.410  -4.918  -2.887
N  -0.514  -5.381  -2.051
C  -0.062  -4.271  -1.503
N  -0.683  -3.182  -2.003
N  -1.539  -3.620  -2.898
H  -1.804  -6.649  -3.693
H  -2.398  -5.319  -4.534
H  0.704  -4.237  -0.750

Atomic forces in eV per Å
-2.0 2.2 -2.2
0.1 0.0 0.1
-0.1 0.1 0.1
-0.1 0.0 0.0
0.0 -0.1 0.1
-0.1 0.0 0.0
0.0 -0.1 -0.1
-0.1 0.1 -0.1
0.1 0.0 -0.1
-0.1 0.0 0.0
0.2 0.0 0.0
0.0 0.1 0.0
0.1 0.1 0.1
0.0 0.0 0.0
0.0 0.0 0.0
0.0 0.0 0.0
0.0 0.0 0.0
0.0 0.0 0.0
0.0 0.0 0.0
0.0 0.1 0.0
0.0 0.0 0.0
0.0 0.0 0.0
0.0 0.0 0.0
0.0 0.0 0.0
0.0 0.0 0.0
0.0 0.0 0.0
0.0 0.0 0.0
-0.1 0.0 0.0
0.0 -0.1 -0.1
0.0 0.0 0.0
0.0 0.0 0.0
-0.1 -0.1 -0.1
0.1 0.1 0.0
0.1 0.0 0.2
-0.3 -0.3 0.0
0.8 0.4 1.2
-0.1 0.0 -0.3
0.1 0.0 0.0
-1.0 -0.5 -1.5
0.7 0.4 1.1
-0.7 -0.3 -1.0
0.4 0.6 0.0
-0.4 -0.3 -0.4
0.1 -0.2 0.2
-0.2 -1.0 3.2
0.2 0.4 0.3
0.8 1.4 0.9
-0.3 -0.2 -0.1
0.2 0.1 0.5
-0.1 0.1 -0.2
0.0 -0.4 0.3
0.0 0.0 0.0
0.0 0.0 0.0
0.0 0.0 0.1
0.0 0.0 0.0
0.1 0.0 0.0
0.0 0.0 0.0
0.0 0.0 0.0
0.0 0.0 0.0
0.1 0.1 0.1
0.1 0.4 -0.4
1.8 -0.7 0.0
0.2 0.5 -1.0
0.0 0.0 0.0
0.0 0.0 0.0
0.0 0.0 -0.1
-0.5 -0.2 0.0
0.3 0.6 0.0
0.0 -0.3 -0.1
0.0 0.2 0.1
-0.3 -2.5 -0.6
-0.2 -0.4 -0.2
0.2 0.0 0.0
0.1 0.0 -0.1
0.0 0.0 0.0

Total energy (Ha): -5269.4470
LUMO level (alpha / beta) (eV): -0.4 / -0.5
HOMO-LUMO gap (alpha / beta) (eV): 5.34 / 6.71
2S+1: 4

Mulliken atomic charge list, values in e, 8 entries:
1. V 0.38
2. C -2.48
3. C 0.84
4. C 1.64
5. C -2.87
6. C 0.71
7. C -2.17
8. C 1.79

What are the energy above the lowest of the compared OMol25 structures with the same formula, charge and spin values for these records? In order: 3.702; 1.006; 2.679; 0.503 eV.